The following is a quantum chemistry calculation of C30H47Cl3LuN3O6Si as an isolated structure at a distorted geometry, from the OMol25 dataset.

Output
- ΔE to the lowest compared entry with this formula, charge and spin: 74.8 kcal per mole
- 2S+1: 1
- Highest occupied orbital energy: -0.242 Ha

XYZ file:
```
91
Properties=species:S:1:pos:R:3:mulliken_charge:R:1
C 2.940 -2.574 -3.330 -1.486
C 2.410 -1.887 -4.555 0.649
H 2.531 -3.597 -3.255 0.252
H 2.676 -2.024 -2.418 0.192
H 4.041 -2.655 -3.382 0.352
C 2.485 -2.507 -5.744 0.101
C 2.974 -3.912 -5.929 -1.469
H 2.247 -1.971 -6.661 0.475
H 2.485 -4.626 -5.243 0.287
H 4.064 -4.042 -5.802 0.295
H 2.731 -4.237 -6.949 0.378
Lu 0.378 0.188 1.747 1.468
Cl 1.893 1.151 -0.014 -0.594
C -0.841 2.914 1.035 -0.190
O -1.170 1.704 1.220 -0.444
N -1.588 3.773 0.341 0.307
C -2.915 3.388 -0.127 -0.862
C -0.953 4.910 -0.307 -0.858
H 0.095 3.308 1.440 0.468
H -3.469 2.892 0.679 0.232
H -2.856 2.720 -1.000 0.239
H -3.416 4.315 -0.416 0.426
H -0.169 5.305 0.345 0.345
H -1.719 5.668 -0.493 0.311
H -0.496 4.613 -1.264 0.279
H -3.283 1.746 5.436 0.340
H -1.638 1.368 7.421 0.346
C -3.117 0.706 5.142 -0.922
C -1.577 0.328 7.071 -0.863
N -1.820 0.261 5.637 0.254
H -3.135 0.624 4.051 0.221
C -0.870 -0.115 4.797 0.120
O -1.019 -0.066 3.541 -0.729
H -0.570 -0.053 7.277 0.269
H 0.070 -0.483 5.252 0.459
H -3.901 0.081 5.578 0.326
H -2.313 -0.281 7.607 0.321
H -0.865 -5.666 2.875 0.326
H -0.141 -3.860 -0.325 0.215
C -1.656 -5.205 2.272 -1.002
C -1.074 -4.284 0.076 -0.832
N -1.164 -4.061 1.515 0.268
H -2.474 -4.909 2.930 0.364
C -0.829 -2.917 2.120 0.063
O -0.120 -1.999 1.619 -0.819
H -1.938 -3.836 -0.445 0.232
H -1.213 -2.815 3.148 0.212
H -1.985 -5.943 1.541 0.363
H -1.086 -5.367 -0.087 0.453
O 0.588 -0.710 -3.617 -0.153
C 1.785 -0.505 -4.325 -0.274
C 0.429 -0.233 -6.420 -0.349
C 1.381 0.298 -5.554 0.289
H 0.149 -1.295 -6.325 0.458
C -0.142 0.573 -7.405 -0.777
H 2.491 0.049 -3.684 0.375
C 1.873 1.593 -5.754 -0.308
H -0.918 0.157 -8.038 0.372
C 0.300 1.890 -7.576 -0.501
C 1.313 2.386 -6.757 -0.578
H 2.713 1.930 -5.131 0.331
H -0.114 2.501 -8.376 0.376
H 1.690 3.401 -6.895 0.373
Si -0.810 -0.415 -2.541 1.109
Cl 0.194 -1.810 -1.335 -0.288
C -2.002 -1.181 -3.799 -1.193
C -0.528 1.484 -2.521 -0.616
C -2.258 -0.191 -1.176 -1.085
H -1.876 -0.672 -4.764 0.287
H -3.054 -1.084 -3.510 0.309
H -1.773 -2.244 -3.942 0.296
H -2.498 -1.136 -0.663 -0.012
H -3.172 0.144 -1.694 0.474
H -2.024 0.554 -0.398 -0.120
H -0.206 1.823 -3.513 0.363
H 0.270 1.719 -1.799 -0.062
H -1.427 2.055 -2.268 0.114
Cl 2.709 2.511 9.423 -0.201
C 2.482 2.058 7.792 0.399
C 3.239 1.019 7.233 -0.640
C 3.106 0.728 5.869 -0.168
C 2.192 1.459 5.102 -0.054
C 1.415 2.463 5.667 -0.263
C 1.536 2.742 7.017 -0.708
C 1.842 1.083 3.684 0.734
O 2.094 -0.083 3.211 -0.732
O 1.096 1.900 3.037 -0.504
H 3.934 0.481 7.865 0.440
H 3.715 -0.047 5.404 0.490
H 0.706 3.020 5.040 0.419
H 0.921 3.517 7.461 0.441
```